This record from OMol25 describes a 2-piece molecular cluster, C80H81N6O2 overall. The level of theory is ωB97M-V/def2-TZVPD.

The calculation puts the gap between HOMO and LUMO at 3.918 eV. The value obtained for the LUMO energy is -4.637 eV. As for the total charge: +1. The energy relative to the best compared isomer or geometry (same formula, charge and spin) is 0.265 eV. As for the largest force on an atom: 2.5 eV Å⁻¹.

Last column: Mulliken charge in e.
Positions of all 169 atoms, in Å:
C (3.126, 0.840, 2.142)  -1.28
C (2.960, 0.895, 0.630)  2.77
C (1.516, 1.231, 0.311)  -0.37
C (3.832, 2.055, 0.123)  -2.10
C (3.313, -0.391, -0.167)  0.10
C (3.549, -0.231, -1.539)  -0.25
C (4.116, -1.245, -2.288)  -1.72
C (4.448, -2.448, -1.677)  -0.50
C (4.029, -2.744, -0.389)  -0.27
C (4.289, -4.173, 0.174)  2.37
C (5.218, -4.096, 1.393)  -1.14
C (5.011, -5.072, -0.837)  -2.49
C (2.957, -4.867, 0.459)  -1.09
C (3.380, -1.703, 0.339)  -0.69
N (2.713, -1.992, 1.599)  1.90
C (1.370, -2.060, 1.877)  0.85
C (0.404, -1.984, 0.882)  -0.85
C (-0.848, -2.702, 0.918)  -0.84
C (-0.875, -4.088, 1.251)  -0.28
C (-2.056, -4.681, 1.643)  -0.54
C (-3.202, -3.860, 1.722)  -0.32
N (-4.089, -4.074, 2.817)  1.10
O (-4.869, -3.144, 3.127)  -0.64
O (-3.983, -5.141, 3.464)  -0.63
C (-3.273, -2.620, 1.057)  -0.82
C (-2.090, -2.065, 0.611)  -0.36
N (1.286, -2.245, 3.270)  2.28
C (0.157, -2.671, 4.078)  -1.96
C (0.001, -4.011, 4.549)  1.13
C (1.007, -5.211, 4.603)  2.22
C (1.313, -5.502, 6.083)  -1.74
C (2.320, -5.019, 3.874)  -1.18
C (0.355, -6.470, 3.994)  -1.75
C (-1.231, -4.367, 5.128)  0.04
C (-2.298, -3.488, 5.202)  -1.75
C (-2.118, -2.188, 4.761)  0.22
C (-0.843, -1.721, 4.429)  -0.43
C (-0.677, -0.177, 4.479)  2.52
C (-1.780, 0.459, 5.342)  -2.27
C (-0.839, 0.358, 3.062)  -1.46
C (0.652, 0.247, 5.097)  -1.23
C (2.601, -2.090, 3.762)  -0.61
C (3.067, -2.010, 5.153)  2.00
C (2.289, -2.223, 6.320)  -0.93
C (2.871, -2.100, 7.583)  -1.08
C (4.226, -1.775, 7.710)  -0.64
C (5.003, -1.519, 6.571)  -0.86
C (4.440, -1.664, 5.307)  -1.43
N (3.457, -1.981, 2.764)  -1.59
H (4.104, 0.458, 2.452)  0.33
H (3.012, 1.859, 2.540)  0.65
H (2.333, 0.259, 2.620)  -0.41
H (1.407, 1.251, -0.773)  -0.81
H (0.808, 0.475, 0.675)  -0.49
H (1.230, 2.212, 0.719)  0.91
H (3.658, 2.287, -0.933)  0.21
H (3.609, 2.968, 0.688)  0.47
H (4.896, 1.822, 0.246)  0.48
H (3.367, 0.728, -2.022)  0.15
H (4.326, -1.101, -3.346)  0.42
H (5.033, -3.169, -2.239)  0.54
H (4.919, -3.335, 2.114)  -0.01
H (5.256, -5.069, 1.899)  0.42
H (6.229, -3.826, 1.055)  0.43
H (4.424, -5.216, -1.750)  0.52
H (5.994, -4.675, -1.107)  0.47
H (5.174, -6.066, -0.404)  0.40
H (2.489, -5.191, -0.481)  0.45
H (3.101, -5.749, 1.094)  0.62
H (2.239, -4.195, 0.932)  -0.46
H (0.676, -1.468, -0.034)  0.82
H (0.043, -4.678, 1.203)  0.74
H (-2.128, -5.705, 1.995)  0.47
H (-4.227, -2.113, 0.976)  0.52
H (-2.081, -1.096, 0.104)  0.71
H (0.400, -5.685, 6.662)  0.30
H (1.952, -6.390, 6.175)  0.45
H (1.837, -4.655, 6.543)  0.38
H (2.163, -4.611, 2.874)  -0.59
H (3.028, -4.380, 4.409)  0.00
H (2.803, -5.998, 3.744)  0.93
H (0.052, -6.287, 2.954)  0.22
H (1.082, -7.295, 4.003)  0.56
H (-0.525, -6.806, 4.556)  0.31
H (-1.382, -5.374, 5.529)  0.42
H (-3.243, -3.776, 5.664)  0.26
H (-2.981, -1.519, 4.762)  0.33
H (-1.862, -0.016, 6.326)  0.36
H (-1.548, 1.515, 5.514)  0.44
H (-2.761, 0.426, 4.855)  0.51
H (-0.195, -0.190, 2.367)  -0.14
H (-1.874, 0.207, 2.721)  0.50
H (-0.593, 1.426, 3.008)  0.56
H (1.502, -0.058, 4.484)  -0.06
H (0.691, 1.342, 5.205)  0.60
H (0.763, -0.203, 6.091)  0.38
H (1.233, -2.486, 6.223)  1.43
H (2.256, -2.269, 8.471)  0.45
H (4.678, -1.739, 8.701)  0.41
H (6.053, -1.240, 6.665)  0.43
H (5.042, -1.504, 4.409)  0.34
C (4.710, 6.412, -5.901)  -0.44
C (4.946, 6.039, -4.573)  -0.81
C (3.872, 5.799, -3.712)  0.33
C (2.554, 5.961, -4.172)  -0.72
N (1.468, 5.931, -3.232)  0.68
C (1.005, 7.186, -2.758)  0.62
C (0.707, 8.194, -3.690)  -0.26
C (0.467, 9.496, -3.261)  -0.78
C (0.574, 9.815, -1.903)  -0.47
C (0.901, 8.823, -0.977)  -0.89
C (1.080, 7.503, -1.391)  -0.13
C (1.098, 4.734, -2.634)  1.73
C (1.593, 3.524, -3.171)  -0.82
C (0.939, 2.333, -2.907)  -0.57
C (-0.198, 2.304, -2.048)  0.11
C (-0.969, 1.089, -1.912)  -0.96
C (-2.301, 1.061, -2.403)  1.28
C (-2.853, -0.193, -2.795)  -0.80
C (-4.030, -0.263, -3.504)  -1.07
C (-4.759, 0.903, -3.826)  1.30
N (-5.881, 0.827, -4.648)  0.64
C (-6.753, 1.936, -4.823)  -0.65
C (-7.066, 2.330, -6.139)  0.19
C (-8.038, 3.300, -6.361)  -0.76
C (-8.744, 3.839, -5.277)  -0.38
C (-8.421, 3.463, -3.970)  -0.87
C (-7.384, 2.555, -3.732)  0.01
C (-6.146, -0.314, -5.455)  -0.06
C (-7.490, -0.685, -5.663)  0.00
C (-7.796, -1.782, -6.466)  -0.74
C (-6.774, -2.466, -7.138)  -0.41
C (-5.445, -2.054, -6.992)  -0.85
C (-5.121, -1.002, -6.128)  -0.22
C (-4.316, 2.138, -3.301)  -1.40
C (-3.093, 2.228, -2.658)  -0.90
C (-0.553, 3.495, -1.361)  -1.07
C (0.073, 4.688, -1.664)  -1.02
C (2.324, 6.321, -5.508)  -0.13
C (3.400, 6.548, -6.369)  -0.88
H (5.543, 6.579, -6.587)  0.39
H (5.966, 5.926, -4.202)  0.39
H (4.040, 5.506, -2.672)  0.42
H (0.705, 7.966, -4.756)  0.18
H (0.202, 10.247, -4.008)  0.40
H (0.405, 10.841, -1.583)  0.39
H (1.009, 9.064, 0.077)  0.37
H (1.304, 6.728, -0.656)  0.54
H (2.448, 3.535, -3.849)  0.50
H (1.224, 1.416, -3.434)  0.43
H (-0.432, 0.149, -1.769)  0.40
H (-2.282, -1.102, -2.603)  0.47
H (-4.371, -1.239, -3.844)  0.68
H (-6.552, 1.852, -6.980)  0.43
H (-8.235, 3.625, -7.383)  0.40
H (-9.539, 4.562, -5.461)  0.39
H (-8.964, 3.885, -3.125)  0.39
H (-7.088, 2.300, -2.711)  0.52
H (-8.288, -0.092, -5.208)  0.43
H (-8.835, -2.093, -6.559)  0.40
H (-7.017, -3.314, -7.783)  0.38
H (-4.648, -2.563, -7.535)  0.38
H (-4.075, -0.715, -5.988)  0.58
H (-4.933, 3.028, -3.425)  0.55
H (-2.708, 3.204, -2.373)  0.55
H (-1.371, 3.452, -0.639)  0.90
H (-0.247, 5.592, -1.160)  0.66
H (1.295, 6.450, -5.855)  0.52
H (3.193, 6.823, -7.406)  0.39